(1)
13 unconnected molecules or ions with the total composition BH28O12. Source: the OMol25 dataset; level of theory: wB97M-V/def2-TZVPD.

* LUMO level: 0.095 Ha
* HOMO level: -0.2669 Ha
* frontier orbital gap: 9.86 eV
* electronic energy: -25698.7060 eV
* molecular weight: 231.0 g mol⁻¹
* strongest force on any atom: 10.0 eV/A
* energy relative to the best compared isomer or geometry (same formula, charge and spin): 102.2 kcal per mole

Geometry as ORCA input:
```
! wB97M-V def2-TZVPD RIJCOSX def2/J DEFGRID3
* xyz -1 1
B 0.091 -0.107 -0.640
H 0.833 -0.420 0.496
H 0.338 1.162 -1.015
H 0.299 -0.938 -1.639
H -1.160 -0.191 -0.331
O -4.006 0.320 -0.947
H -3.995 1.110 -0.386
H -3.299 0.181 -1.604
O 0.581 1.108 3.364
H 0.542 0.632 4.167
H 0.225 0.636 2.554
O 0.126 2.974 -3.826
H -0.037 2.562 -2.906
H -0.769 3.131 -4.069
O -2.556 0.869 2.682
H -3.559 0.463 2.507
H -1.814 0.476 2.383
O 1.833 0.431 -4.151
H 2.172 -0.445 -3.946
H 1.463 0.705 -3.297
O 3.301 1.331 -0.573
H 2.356 1.068 -0.428
H 3.759 1.796 0.066
O -0.915 -3.407 -0.104
H -0.533 -2.497 -0.413
H -1.789 -3.633 -0.391
O -0.324 3.216 1.576
H -0.159 2.946 0.788
H -0.152 2.503 2.007
O 2.923 -2.185 -0.032
H 2.543 -2.908 -0.495
H 2.314 -1.586 -0.027
O -0.798 -1.467 3.174
H 0.044 -1.785 3.025
H -0.855 -1.640 4.058
O 1.780 -2.714 2.511
H 2.314 -2.388 3.165
H 2.123 -2.445 1.695
O -2.052 0.640 -3.061
H -1.440 0.492 -2.321
H -1.762 -0.003 -3.615
*
```

=====

(2)
A molecular structure, C22H23FN3O2PtSi. Source: the OMol25 dataset; level of theory: wB97M-V/def2-TZVPD.

* LUMO level (alpha / beta): -0.127 / -0.220 Ha
* HOMO level (alpha / beta): -0.3424 / -0.4076 Ha
* frontier orbital gap (alpha / beta): 5.85 / 5.11 eV
* electronic energy: -45587.8628 eV
* molecular weight: 603.6 g mol⁻¹
* strongest force on any atom: 1.8 eV/A

Geometry as ORCA input:
```
! wB97M-V def2-TZVPD RIJCOSX def2/J DEFGRID3
* xyz 1 3
Pt 0.107 -0.240 0.307
O -2.516 -2.986 -6.476
C -2.225 -3.899 -5.543
O -2.371 -5.072 -5.764
C -1.718 -3.405 -4.233
C -1.550 -2.060 -3.917
C -1.083 -1.696 -2.678
C -0.742 -2.612 -1.674
C -0.921 -3.973 -2.014
C -1.394 -4.343 -3.250
N -0.269 -2.171 -0.448
C 0.037 -3.078 0.491
C 0.511 -2.654 1.723
C 0.848 -3.570 2.749
C 1.312 -3.120 3.949
C 1.442 -1.731 4.128
C 1.103 -0.882 3.103
N 0.644 -1.290 1.912
H -2.358 -2.076 -6.193
H -1.777 -1.261 -4.612
H -0.991 -0.654 -2.505
H -0.697 -4.770 -1.325
H -1.528 -5.387 -3.492
H -0.077 -4.135 0.315
H 0.725 -4.622 2.547
H 1.573 -3.804 4.741
H 1.805 -1.330 5.060
H 1.205 0.176 3.248
C 2.737 1.797 2.247
Si 0.955 2.519 2.275
C 1.210 4.352 2.738
C -0.471 1.946 3.429
N 0.359 1.897 0.728
C 0.025 2.717 -0.283
C 0.078 4.131 -0.300
C -0.301 4.846 -1.415
C -0.756 4.227 -2.575
C -0.827 2.840 -2.614
C -0.439 2.165 -1.493
F -0.472 0.797 -1.470
H 3.118 1.667 3.254
H 3.398 2.494 1.737
H 2.809 0.846 1.725
H 1.588 4.373 3.758
H 0.294 4.936 2.734
H 1.949 4.860 2.123
H -0.117 1.816 4.446
H -0.941 1.019 3.107
H -1.246 2.708 3.449
H 0.419 4.662 0.563
H -0.244 5.922 -1.394
H -1.049 4.806 -3.435
H -1.170 2.304 -3.485
*
```

=====

(3)
A molecular structure, C41H39AsF6IrNO6S2SbSi. Source: the OMol25 dataset; level of theory: wB97M-V/def2-TZVPD.

* LUMO level: -0.162 Ha
* HOMO level: -0.3942 Ha
* frontier orbital gap: 6.32 eV
* electronic energy: -172985.7737 eV
* molecular weight: 1236.9 g mol⁻¹
* strongest force on any atom: 0.3 eV/A
* energy relative to the best compared isomer or geometry (same formula, charge and spin): 31.6 kcal per mole

Geometry as ORCA input:
```
! wB97M-V def2-TZVPD RIJCOSX def2/J DEFGRID3
* xyz 1 1
Ir -0.266 0.956 -0.058
F 2.331 4.626 1.336
C 1.214 5.059 0.762
F 1.510 5.826 -0.270
F 0.486 5.723 1.639
S 0.284 3.583 0.164
O 0.094 2.692 1.330
O 1.114 2.951 -0.850
N -1.016 4.236 -0.373
S -2.350 3.404 -0.528
O -2.095 1.949 -0.442
O -3.151 3.850 -1.603
C -3.297 3.776 1.024
F -2.760 3.108 2.044
F -4.550 3.404 0.859
F -3.234 5.074 1.270
C -6.883 1.028 2.567
C -7.092 1.229 1.211
C -6.201 0.702 0.286
C -5.101 -0.046 0.701
C -4.905 -0.246 2.068
C -5.787 0.292 2.995
Sb -3.850 -0.848 -0.840
C -4.532 -2.872 -0.712
C -4.533 -3.632 -1.880
C -4.951 -4.958 -1.862
C -5.375 -5.532 -0.674
C -5.386 -4.781 0.495
C -4.969 -3.459 0.475
C -2.175 -1.190 0.495
C -1.605 -0.104 1.262
C -0.546 -0.377 2.181
C 0.004 -1.637 2.269
C -0.527 -2.651 1.482
C -1.599 -2.435 0.609
H -7.573 1.443 3.290
H -7.945 1.802 0.871
H -6.371 0.883 -0.770
H -4.068 -0.837 2.424
H -5.624 0.127 4.053
H -4.211 -3.192 -2.817
H -4.950 -5.536 -2.777
H -5.705 -6.563 -0.658
H -5.729 -5.225 1.421
H -4.998 -2.880 1.392
H -2.266 0.719 1.514
H -0.218 0.419 2.837
H 0.812 -1.836 2.960
H -0.114 -3.650 1.558
H -1.999 -3.275 0.054
O 1.505 -0.010 0.148
As 3.136 0.458 0.145
C 3.779 1.290 -1.446
C 4.081 2.647 -1.474
C 4.565 3.213 -2.642
C 4.746 2.425 -3.772
C 4.446 1.071 -3.741
C 3.964 0.497 -2.575
C 4.074 -1.194 0.319
C 3.461 -2.257 0.971
C 4.162 -3.436 1.165
C 5.471 -3.547 0.714
C 6.082 -2.483 0.068
C 5.386 -1.300 -0.133
C 3.614 1.540 1.645
C 4.899 2.079 1.671
C 5.312 2.804 2.777
C 4.450 2.979 3.853
C 3.179 2.425 3.830
C 2.758 1.701 2.724
H 3.938 3.261 -0.595
H 4.801 4.268 -2.672
H 5.123 2.871 -4.683
H 4.584 0.461 -4.623
H 3.730 -0.561 -2.549
H 2.435 -2.166 1.300
H 3.688 -4.271 1.664
H 6.017 -4.469 0.866
H 7.101 -2.573 -0.285
H 5.864 -0.475 -0.646
H 5.576 1.942 0.836
H 6.306 3.229 2.801
H 4.776 3.546 4.715
H 2.513 2.558 4.672
H 1.769 1.270 2.698
C 0.750 -0.102 -3.945
Si -0.052 -1.195 -2.659
C 1.170 -2.450 -1.988
C -1.468 -2.137 -3.427
O -0.746 -0.226 -1.518
H 1.358 -0.673 -4.652
H 1.386 0.653 -3.480
H -0.016 0.430 -4.514
H 1.798 -2.831 -2.799
H 0.651 -3.308 -1.553
H 1.819 -2.024 -1.225
H -1.110 -2.751 -4.258
H -2.238 -1.465 -3.810
H -1.930 -2.813 -2.702
*
```